## a
Entry from the OMol25 dataset: a single CH3ClN2O2 molecule (the ωB97M-V functional and the def2-TZVPD basis).

Element x y z (Å)
1 Cl -0.0691 -1.1944 1.9223
2 O -0.8948 -0.3338 -1.5812
3 O -1.5357 -1.8660 -0.1834
4 N -0.9700 -0.8503 -0.4894
5 N -0.4605 -0.1206 0.5746
6 C 0.8811 1.0138 0.0418
7 H 0.4540 1.3247 -0.9890
8 H 0.7909 1.7093 0.8631
9 H 1.8040 0.3174 -0.1588

* molecular weight: 110.50 g/mol
* 2S+1: 3
* frontier orbital gap (alpha / beta): 6.94 / 7.29 eV
* expectation value of S²: 2.008
* HOMO energy (alpha / beta): -6.6632 / -10.8923 eV

Results of the Löwdin charge analysis, in e, for atoms 1 through 6: 0.57 0.05 0.01 -0.54 -0.34 0.05

## b
Entry from the OMol25 dataset: 2 unconnected molecules or ions with the total composition CH3ClN2O2 (the ωB97M-V functional and the def2-TZVPD basis).

Element x y z (Å)
1 Cl -0.6045 -1.5126 1.8656
2 O 1.4345 1.3622 0.6144
3 O 1.4304 3.3062 -0.3273
4 N 1.2471 2.1414 -0.5756
5 N -0.2360 -1.2873 0.2185
6 C -1.2694 -1.4092 -0.5087
7 H -1.0854 -1.3230 -1.5410
8 H -2.2332 -1.6879 0.0104
9 H 1.3165 0.4103 0.2439

* molecular weight: 110.50 g/mol
* 2S+1: 3
* frontier orbital gap (alpha / beta): 8.46 / 8.92 eV
* expectation value of S²: 2.009
* HOMO energy (alpha / beta): -8.0772 / -11.1047 eV

Results of the Löwdin charge analysis, in e, for atoms 1 through 6: 0.57 -0.06 0.04 -0.14 -0.49 -0.15

Most stable pick: b. Distance to second place: 2.847 eV.

## a
Entry from the OMol25 dataset: a single CH3ClN2O2 molecule (the ωB97M-V functional and the def2-TZVPD basis).

Element x y z (Å)
1 Cl -2.0000 0.3938 -0.5537
2 O -0.3197 -0.7232 1.8788
3 O -0.5150 1.0776 0.6766
4 N 0.2345 0.0355 1.0718
5 N -1.1737 -0.2805 -1.7368
6 C 1.3932 -0.1798 0.4917
7 H 1.5886 0.3853 -0.3706
8 H -1.0693 0.2297 -2.5693
9 H 1.8613 -0.9384 1.1114

* molecular weight: 110.50 g/mol
* 2S+1: 3
* frontier orbital gap (alpha / beta): 9.30 / 6.56 eV
* expectation value of S²: 2.066
* HOMO energy (alpha / beta): -8.6625 / -9.5148 eV

Results of the Löwdin charge analysis, in e, for atoms 1 through 6: 0.80 -0.01 -0.25 -0.46 -0.39 0.15

## b
Entry from the OMol25 dataset: a molecular structure, CH3ClN2O2 (the ωB97M-V functional and the def2-TZVPD basis).

Element x y z (Å)
1 Cl -0.9077 -1.8125 0.0973
2 O -2.3667 0.5225 0.3845
3 O -0.7821 2.0164 -0.0837
4 N -1.3207 0.9767 0.0642
5 N -0.2255 -0.4130 -0.5671
6 C 1.1793 -0.3090 0.0233
7 H 1.5030 0.7788 -0.0621
8 H 1.6088 -0.9968 -0.7904
9 H 1.3118 -0.7633 0.9339

* molecular weight: 110.50 g/mol
* 2S+1: 3
* frontier orbital gap (alpha / beta): 7.93 / 8.34 eV
* expectation value of S²: 2.009
* HOMO energy (alpha / beta): -7.1401 / -10.6881 eV

Results of the Löwdin charge analysis, in e, for atoms 1 through 6: 0.66 0.05 0.10 -0.40 -0.45 -0.16

Most stable pick: b. Distance to second place: 1.103 eV.

## a
Entry from the OMol25 dataset: a molecular structure, BH3S (the ωB97M-V functional and the def2-TZVPD basis).

Element x y z (Å)
1 S -2.6121 -0.1957 -0.2549
2 B -1.7768 0.9301 0.5328
3 H 0.4069 -0.4041 1.7530
4 H -1.0319 1.4730 1.1532
5 H 0.6125 -0.4463 0.9910

* molecular weight: 45.90 g/mol
* frontier orbital gap: 10.93 eV
* HOMO energy: -10.5407 eV

Want to see where the charge sits? The Löwdin charges in e are: 0.63 -0.63 0.05 -0.09 0.04

## b
Entry from the OMol25 dataset: 2 unconnected molecules or ions with the total composition BH3S (the ωB97M-V functional and the def2-TZVPD basis).

Element x y z (Å)
1 S -1.3755 -0.0996 -0.0398
2 B 0.1839 0.6318 0.0281
3 H -0.5034 -2.2694 0.2557
4 H 1.1467 0.0151 0.2758
5 H 0.5483 1.7221 -0.5199

* molecular weight: 45.90 g/mol
* frontier orbital gap (alpha / beta): 8.24 / 8.96 eV
* HOMO energy (alpha / beta): -10.4642 / -10.1470 eV

Want to see where the charge sits? The Löwdin charges in e are: 0.59 -0.68 0.13 -0.05 0.01

Most stable pick: a. Distance to second place: 2.573 eV.

## a
Entry from the OMol25 dataset: 2 unconnected molecules or ions with the total composition C21H25NO4 (the ωB97M-V functional and the def2-TZVPD basis).

Element x y z (Å)
1 O -3.4924 -1.0588 -3.0614
2 O 2.7938 -4.3859 -0.5647
3 O 4.4250 -2.8371 -0.6971
4 O -3.6562 -3.2377 -2.7662
5 N -3.0152 -2.1629 -2.6974
6 C 3.4149 1.1940 1.5369
7 C 0.9320 -2.0967 -1.0652
8 C -0.9782 -0.9443 -2.1171
9 C -1.6881 -2.1691 -2.1838
10 C 1.3977 2.2094 2.5424
11 C 3.1004 -3.1891 -0.5963
12 C -0.3560 0.9260 3.5818
13 C 5.2576 -4.0007 -0.8033
14 C 1.5178 -0.2271 2.5196
15 C 3.5854 -1.7223 2.2537
16 C 2.1475 -1.4174 2.1077
17 C 2.2289 -2.0333 -0.5421
18 C 0.2925 -0.2640 3.2865
19 C 6.7110 -3.5935 -0.8010
20 C 0.1734 -3.3214 -1.1434
21 C -1.1011 -3.3534 -1.6771
22 C -0.5785 3.4354 3.4928
23 C 0.1639 2.1703 3.1947
24 C 2.0893 1.0576 2.2097
25 C 0.2754 -0.8972 -1.5397
26 C -0.2145 -1.5483 3.8667
27 H -1.1293 -1.3649 4.4423
28 H -1.5924 3.4344 3.0703
29 H -1.4581 -0.0455 -2.5109
30 H 7.0003 -3.1471 0.1548
31 H 6.9423 -2.8913 -1.6054
32 H 4.1457 -1.4668 1.3358
33 H -0.4431 -2.2963 3.1007
34 H 2.7014 -1.0604 -0.4860
35 H 5.0088 -4.5354 -1.7330
36 H 3.4937 0.5765 0.6349
37 H 0.5162 -1.9918 4.5572
38 H -1.6930 -4.2661 -1.7188
39 H 0.7972 0.0638 -1.4365
40 H 5.0609 -4.6609 0.0527
41 H -0.0347 4.2901 3.0802
42 H 3.5581 2.2382 1.2288
43 H 4.0694 -1.2182 3.1139
44 H 3.6963 -2.8088 2.3876
45 H 7.3191 -4.4916 -0.9406
46 H -0.6720 3.5705 4.5779
47 H 1.8341 3.1798 2.2952
48 H -1.2901 0.9019 4.1566
49 H 0.6335 -4.2290 -0.7582
50 H 1.5017 -2.2488 1.7994
51 H 4.2516 0.9341 2.2027

* molecular weight: 355.43 g/mol
* frontier orbital gap: 4.96 eV
* HOMO energy: -7.0432 eV

Results of the Löwdin charge analysis, in e, for atoms 1 through 6: 0.02 0.05 -0.04 0.04 -0.33 -0.04

## b
Entry from the OMol25 dataset: 2 unconnected molecules or ions with the total composition C21H25NO4 (the ωB97M-V functional and the def2-TZVPD basis).

Element x y z (Å)
1 O -1.5160 -2.0341 -0.1321
2 O -0.6678 2.0782 1.9231
3 O -1.5861 2.0204 -0.1378
4 O -1.7031 -0.1043 -1.2948
5 N -5.7968 -0.9039 1.0422
6 C -1.9981 -0.9130 -2.4072
7 C -1.5352 3.4241 -0.0505
8 C 0.2144 -2.7938 3.2660
9 C -1.4409 -0.8147 -0.1526
10 C -6.4069 -1.8438 0.1025
11 C -6.8154 2.6692 0.6758
12 C -4.5966 -1.2386 1.5652
13 C -7.7193 2.8056 1.7160
14 C 0.9476 -2.0804 4.1930
15 C -1.0214 -0.0522 1.0287
16 C -1.6798 4.0803 -1.4109
17 C -0.4592 -0.7310 2.1675
18 C -8.0003 1.7246 2.5356
19 C -7.3792 0.5127 2.3227
20 C -2.1282 -0.0493 -3.6490
21 C 0.2281 -0.0406 3.1884
22 C -6.1879 1.4620 0.4567
23 C -0.4749 -2.1363 2.2797
24 C 0.9260 -0.6991 4.1686
25 C -1.0748 1.4122 0.9817
26 C -6.4526 0.3607 1.2815
27 H -1.2011 0.4969 -3.8277
28 H 1.5496 -2.6004 4.9193
29 H -7.3341 -1.4407 -0.2937
30 H -1.0320 -2.7081 1.5620
31 H -4.0849 -0.5776 2.2286
32 H -2.3292 3.7278 0.6428
33 H -7.6048 -0.3301 2.9526
34 H -0.5805 3.6817 0.4256
35 H -2.5964 3.7540 -1.9026
36 H -2.9094 0.6998 -3.5114
37 H 0.1978 -3.8711 3.3010
38 H -6.6241 -2.7868 0.5977
39 H -1.1913 -1.6516 -2.4970
40 H -0.8524 3.8019 -2.0638
41 H -1.6999 5.1686 -1.3457
42 H -5.7323 -2.0363 -0.7283
43 H 0.2125 1.0334 3.1934
44 H -2.3597 -0.6257 -4.5450
45 H -5.4872 1.3530 -0.3524
46 H -8.7104 1.8371 3.3392
47 H -2.9181 -1.4668 -2.1815
48 H -8.2007 3.7542 1.8916
49 H -6.6105 3.5115 0.0351
50 H -4.1305 -2.1604 1.2944
51 H 1.4820 -0.1400 4.9038

* molecular weight: 355.43 g/mol
* frontier orbital gap: 3.80 eV
* HOMO energy: -5.8478 eV

Results of the Löwdin charge analysis, in e, for atoms 1 through 6: 0.00 0.02 -0.04 -0.04 -0.09 -0.26

Most stable pick: b. Distance to second place: 1.787 eV.

## a
Entry from the OMol25 dataset: a single C5H9ClN2 molecule (the ωB97M-V functional and the def2-TZVPD basis).

Element x y z (Å)
1 Cl -4.6322 -0.1713 0.0523
2 N 1.5761 -1.3496 0.0108
3 N 0.3087 -1.1103 -0.5063
4 C -2.0008 -0.5840 0.1887
5 C 2.1469 1.0963 -0.0372
6 C -0.5554 -0.0999 0.1371
7 C -2.9521 0.2267 -0.1935
8 C 2.3627 -0.3924 0.2405
9 H -0.2089 -1.9366 -0.6809
10 H -0.1746 0.1154 1.1315
11 H -2.7257 1.1536 -0.7072
12 H 2.8299 1.5700 -0.7662
13 H -0.5157 0.7912 -0.5162
14 H -2.2254 -1.5598 0.6809
15 H 3.2967 -0.7457 0.6296
16 H 2.2649 1.6661 0.9119
17 H 1.2050 1.3303 -0.5757

* molecular weight: 132.59 g/mol
* frontier orbital gap: 9.47 eV
* HOMO energy: -8.5316 eV

Results of the Löwdin charge analysis, in e, for atoms 1 through 6: 0.59 -0.01 -0.07 -0.19 -0.08 -0.22

## b
Entry from the OMol25 dataset: a single C5H9ClN2 molecule (the ωB97M-V functional and the def2-TZVPD basis).

Element x y z (Å)
1 Cl 2.5544 -0.9634 -1.0302
2 N -0.5515 0.7369 -0.6146
3 N -0.3952 -0.5190 -0.0750
4 C 0.7344 -0.4800 0.9288
5 C 2.4473 1.3782 0.3572
6 C -1.6353 1.0240 -1.1457
7 C -1.6047 -1.3796 0.0438
8 C 1.8308 0.2458 0.1717
9 H -1.3866 -2.3206 0.5261
10 H 3.2860 1.5767 -0.2420
11 H -2.1445 -1.5225 -0.8733
12 H -2.5677 0.4561 -1.0644
13 H -2.4479 -0.9876 0.5654
14 H -1.5676 2.0308 -1.6401
15 H 0.4615 -0.0387 1.9324
16 H 2.0077 2.2715 0.9554
17 H 0.9788 -1.5084 1.2046

* molecular weight: 132.59 g/mol
* frontier orbital gap: 9.51 eV
* HOMO energy: -8.6003 eV

Results of the Löwdin charge analysis, in e, for atoms 1 through 6: 0.55 -0.03 -0.21 -0.20 -0.03 -0.07

Most stable pick: a. Distance to second place: 0.843 eV.

## a
Entry from the OMol25 dataset: a single C2H4N4S molecule (the ωB97M-V functional and the def2-TZVPD basis).

Element x y z (Å)
1 S -0.3724 -1.9225 0.5698
2 N -1.4497 0.2956 -0.5521
3 N 0.2282 1.8042 -0.5942
4 N 0.6813 0.6122 -0.0588
5 N 1.9491 0.3467 0.4818
6 C -0.3610 -0.2533 0.0181
7 C -0.9730 1.5021 -0.9364
8 H 2.7709 0.7145 -0.0370
9 H 2.0390 0.6961 1.5515
10 H 0.8327 -1.8032 1.3059
11 H -1.5426 2.2476 -1.3650

* molecular weight: 116.15 g/mol
* frontier orbital gap: 9.68 eV
* HOMO energy: -9.1411 eV

Results of the Löwdin charge analysis, in e, for atoms 1 through 6: 0.79 0.06 0.09 -0.23 0.04 -0.73

## b
Entry from the OMol25 dataset: a single C2H4N4S molecule (the ωB97M-V functional and the def2-TZVPD basis).

Element x y z (Å)
1 S 2.0284 1.6929 -1.0378
2 N 0.2063 0.6906 0.6681
3 N -0.6537 -1.0791 -0.4235
4 N 0.3350 -0.6110 -1.2038
5 N -1.7742 -0.2504 1.5175
6 C 0.7287 0.5302 -0.6112
7 C -0.8471 -0.2263 0.6806
8 H 0.4937 1.4515 1.3549
9 H 2.9399 0.7835 -1.9521
10 H -2.5904 -0.8652 1.3730
11 H -0.8667 -2.1167 -0.3657

* molecular weight: 116.15 g/mol
* frontier orbital gap: 8.20 eV
* HOMO energy: -7.9583 eV

Results of the Löwdin charge analysis, in e, for atoms 1 through 6: 0.68 0.08 -0.01 0.01 0.10 -0.75

Most stable pick: a. Distance to second place: 0.248 eV.